The following is a DFT calculation (ωB97M-V/def2-TZVPD) of one molecule with the formula C2H5N3S.

CARTESIAN COORDINATES (ANGSTROEM)
H: -1.2737 1.9944 0.0064
N: -1.9713 1.2802 0.0646
C: -1.5712 0.0937 -0.0116
N: -2.5248 -0.9217 -0.0900
C: -0.1441 -0.3778 -0.0203
N: 0.8219 0.4134 -0.0898
S: 2.5037 -0.1778 0.0260
H: -2.3149 -1.7276 0.4980
H: -3.4897 -0.5951 0.0679
H: -0.1074 -1.4759 -0.0054
H: 3.1377 0.9505 0.0153

Properties
Largest force on an atom, eV/Å: 2.82
Energy relative to the best compared isomer or geometry (same formula, charge and spin), kJ/mol: 161.5
Kohn-Sham gap, eV: 9.8

Here are the Mulliken charges for atoms 1 to 2, given in e: number 1, H, carries 0.2642; number 2, N, carries -0.6971

The following is a DFT calculation (ωB97M-V/def2-TZVPD) of one molecule with the formula C2H5N3S.

CARTESIAN COORDINATES (ANGSTROEM)
C: -0.3534 1.4290 0.5826
C: -0.5993 0.2425 -0.3604
N: -0.9979 -0.9777 0.1110
N: -0.2080 -1.9242 0.1856
N: 1.0708 -1.6910 -0.1317
S: 1.3438 -0.1707 -0.9441
H: 0.5869 1.4275 0.9986
H: -1.0304 1.1438 1.3751
H: -0.4661 2.3634 0.0267
H: -1.0025 0.5094 -1.2638
H: 1.6561 -2.3520 -0.5798

Properties
Largest force on an atom, eV/Å: 5.57
Energy relative to the best compared isomer or geometry (same formula, charge and spin), kJ/mol: 353.9
Kohn-Sham gap, eV: 8.8

Here are the Mulliken charges for atoms 1 to 2, given in e: number 1, C, carries -1.0563; number 2, C, carries -0.0143

The following is a DFT calculation (ωB97M-V/def2-TZVPD) of one molecule with the formula C2H5N3S.

CARTESIAN COORDINATES (ANGSTROEM)
C: -0.8265 -1.2154 0.4671
N: -1.5374 -0.8260 -0.5478
N: -1.0026 0.3605 -0.8593
C: 0.0588 1.0899 -0.0257
N: 1.2068 0.7881 0.2599
S: 2.0796 -0.6829 -0.4742
H: -0.1480 -0.4758 0.9294
H: -0.9459 -2.2770 0.8533
H: -1.8663 1.0914 -1.0055
H: -0.2557 2.0177 0.7102
H: 3.2372 0.1295 -0.3074

Properties
Largest force on an atom, eV/Å: 8.01
Energy relative to the best compared isomer or geometry (same formula, charge and spin), kJ/mol: 509.2
Kohn-Sham gap, eV: 9.4

Here are the Mulliken charges for atoms 1 to 2, given in e: number 1, C, carries -0.5263; number 2, N, carries -0.3967

The following is a DFT calculation (ωB97M-V/def2-TZVPD) of C2H5N3S2 as an isolated structure.

CARTESIAN COORDINATES (ANGSTROEM)
C: 0.1742 0.2488 0.6093
C: -1.3102 -1.6313 -0.5782
H: 2.6764 2.2201 -0.1491
H: 2.3214 0.2491 -0.3277
H: -1.4849 1.5780 0.6792
H: -1.4520 -2.4198 -1.3851
H: -1.5261 -1.9118 0.5036
N: 2.3595 1.1220 0.4703
N: 1.0458 1.1934 0.8187
N: -1.2363 0.5823 0.7499
S: -2.0967 0.0061 -0.8418
S: 0.5288 -1.2371 -0.5491

Properties
Largest force on an atom, eV/Å: 5.30
Energy relative to the best compared isomer or geometry (same formula, charge and spin), kJ/mol: 489.7
Kohn-Sham gap, eV: 8.4

Here are the Mulliken charges for atoms 1 to 2, given in e: number 1, C, carries 0.4998; number 2, C, carries -0.4990

The following is a DFT calculation (ωB97M-V/def2-TZVPD) of a 2-piece molecular cluster, C2H5N3S2 overall.

CARTESIAN COORDINATES (ANGSTROEM)
C: 1.6447 0.7361 -0.2058
C: 1.4783 -0.5717 -0.4347
N: 1.0151 1.1528 0.9053
N: 0.1200 0.2668 1.4042
N: -2.3172 -0.7973 -0.2116
S: 0.3262 -1.1993 0.7539
S: -2.2223 0.8059 0.3104
H: 2.2414 1.4788 -0.7346
H: 2.0291 -1.0816 -1.2087
H: 0.6028 2.0344 0.9747
H: -2.9473 -1.3341 0.3653
H: -2.8663 -0.7763 -1.0322

Properties
Largest force on an atom, eV/Å: 2.15
Energy relative to the best compared isomer or geometry (same formula, charge and spin), kJ/mol: 66.9
Spin multiplicity: 3
Kohn-Sham gap (spin up / spin down), eV: 6.7 / 7.3

Here are the Mulliken charges for atoms 1 to 2, given in e: number 1, C, carries -0.2450; number 2, C, carries -0.3039

The following is a DFT calculation (ωB97M-V/def2-TZVPD) of one molecule with the formula C2H5N3S3.

CARTESIAN COORDINATES (ANGSTROEM)
N: -0.3983 1.2345 1.3140
C: 0.1306 1.0194 0.1153
S: 0.6444 2.1437 -0.9088
C: -0.0401 -0.4261 -0.4182
N: -1.1393 -1.0925 -0.4627
S: -2.6328 -0.3172 -0.2908
N: 1.1707 -1.0174 -0.6760
S: 2.6416 -0.7834 0.1178
H: -0.5627 2.1634 1.6689
H: -0.8582 0.4513 1.7660
H: -3.4195 -1.4113 -0.5316
H: 1.1007 -1.9657 -0.9858
H: 3.3629 0.0012 -0.7080

Properties
Largest force on an atom, eV/Å: 2.27
Energy relative to the best compared isomer or geometry (same formula, charge and spin), kJ/mol: 122.9
Kohn-Sham gap, eV: 8.7

Here are the Mulliken charges for atoms 1 to 2, given in e: number 1, N, carries -0.3184; number 2, C, carries 0.0637

The following is a DFT calculation (ωB97M-V/def2-TZVPD) of an isolated ion of composition C2H5N4 and charge +1.

CARTESIAN COORDINATES (ANGSTROEM)
C: 1.6738 -1.1780 0.3029
N: 1.1854 0.1512 0.0954
C: 0.6839 1.0984 -0.3244
N: -1.1132 1.3216 -0.0500
N: -2.0584 0.7236 -0.1201
N: -2.9962 0.0492 -0.3129
H: 2.6569 -1.1879 -0.3572
H: 0.8885 -1.7749 -0.0912
H: 1.8417 -1.4124 1.2967
H: 1.0008 2.0827 -0.7219
H: -3.7632 0.1265 0.2827

Properties
Largest force on an atom, eV/Å: 4.09
Energy relative to the best compared isomer or geometry (same formula, charge and spin), kJ/mol: 398.7
Kohn-Sham gap, eV: 10.1
Net charge: +1

Here are the Mulliken charges for atoms 1 to 2, given in e: number 1, C, carries -0.5910; number 2, N, carries 0.0763

The following is a DFT calculation (ωB97M-V/def2-TZVPD) of an isolated ion of composition C2H5N4S and charge +1.

CARTESIAN COORDINATES (ANGSTROEM)
N: -1.6707 0.4044 1.1455
C: -0.8291 -0.1606 0.2722
N: -0.9131 -1.0838 -0.6134
C: 0.5025 -1.2415 -1.1941
N: 1.2728 -0.2142 -0.6269
N: 0.5282 0.4698 0.1858
S: 0.9269 1.9084 0.9159
H: -1.6000 1.3612 1.3675
H: -2.3595 -0.2246 1.5189
H: 0.9235 -2.1469 -0.8421
H: 1.2285 -1.3472 -2.1402
H: 1.9898 2.2749 0.0109

Properties
Largest force on an atom, eV/Å: 4.39
Energy relative to the best compared isomer or geometry (same formula, charge and spin), kJ/mol: 375.1
Kohn-Sham gap, eV: 8.8
Net charge: +1

Here are the Mulliken charges for atoms 1 to 2, given in e: number 1, N, carries -0.3694; number 2, C, carries 0.5707

The following is a DFT calculation (ωB97M-V/def2-TZVPD) of one molecule with the formula C2H5N5.

CARTESIAN COORDINATES (ANGSTROEM)
N: -0.0495 1.7379 -0.2870
C: 0.3328 0.4116 -0.2155
C: 1.6721 0.0961 -0.0437
N: 1.7680 -1.2308 -0.0861
N: 0.5794 -1.8369 -0.1660
N: -0.3135 -0.7079 -0.2483
N: -1.7219 -0.8046 -0.0065
H: -0.9120 1.6224 0.4837
H: 0.6525 2.0537 0.4922
H: 2.3788 0.9398 0.0932
H: -1.9502 -1.3279 0.8067
H: -2.4365 -0.9534 -0.8227

Properties
Largest force on an atom, eV/Å: 6.52
Energy relative to the best compared isomer or geometry (same formula, charge and spin), kJ/mol: 402.8
Kohn-Sham gap, eV: 9.5

Here are the Mulliken charges for atoms 1 to 2, given in e: number 1, N, carries -0.6078; number 2, C, carries 0.6013

The following is a DFT calculation (ωB97M-V/def2-TZVPD) of C2H5N5 as an isolated structure.

CARTESIAN COORDINATES (ANGSTROEM)
C: 0.3914 -0.4003 0.4964
C: -1.3282 0.1557 1.3542
H: 2.1173 -0.4739 -0.7749
H: 2.1847 -1.2180 0.8934
H: -1.8879 0.5375 2.3215
H: -1.1301 0.1476 -2.2542
H: 0.0754 1.5210 -1.7445
N: 1.6225 -0.7551 0.2128
N: -0.1686 -0.5268 1.7082
N: -1.5298 0.4829 0.1108
N: -0.2973 0.1078 -0.4830
N: -0.0494 0.4215 -1.8406

Properties
Largest force on an atom, eV/Å: 5.94
Energy relative to the best compared isomer or geometry (same formula, charge and spin), kJ/mol: 311.2
Kohn-Sham gap, eV: 9.3

Here are the Mulliken charges for atoms 1 to 2, given in e: number 1, C, carries 0.5635; number 2, C, carries -0.0172

The following is a DFT calculation (ωB97M-V/def2-TZVPD) of one molecule with the formula C2H5N5O.

CARTESIAN COORDINATES (ANGSTROEM)
N: 0.0366 1.8869 2.1294
C: -0.0601 0.9616 1.0387
N: 1.0489 0.4469 0.4996
C: 0.4034 -0.5041 -0.3959
N: 1.0356 -1.4072 -1.0232
O: 0.0987 -1.8715 -1.9849
N: -0.9609 -0.0521 -0.7097
N: -1.1794 0.6585 0.4564
H: 1.0277 1.8249 2.5052
H: -0.6602 1.9461 2.8770
H: 0.5669 -2.5483 -2.4046
H: -1.5956 -0.8635 -0.8697
H: -2.0543 1.1369 0.4466

Properties
Largest force on an atom, eV/Å: 4.85
Energy relative to the best compared isomer or geometry (same formula, charge and spin), kJ/mol: 229.0
Kohn-Sham gap, eV: 8.6

Here are the Mulliken charges for atoms 1 to 2, given in e: number 1, N, carries -0.4884; number 2, C, carries 0.3551

The following is a DFT calculation (ωB97M-V/def2-TZVPD) of one molecule with the formula C2H5N5O.

CARTESIAN COORDINATES (ANGSTROEM)
H: 1.2021 2.5156 0.3464
N: 1.6399 1.6138 0.1710
C: 0.7304 0.8129 -0.1017
O: -0.6552 1.1126 -0.1407
C: -1.3612 -0.0773 -0.0183
N: -2.6460 0.0571 0.1893
H: -3.0553 -0.8760 0.0100
N: -0.4986 -1.2269 -0.1017
N: 0.7435 -0.5574 -0.4257
N: 1.8358 -1.2794 0.1331
H: -0.3380 -1.4728 0.9591
H: 1.9979 -2.1077 -0.3894
H: 1.6983 -1.6239 1.1586

Properties
Largest force on an atom, eV/Å: 4.10
Energy relative to the best compared isomer or geometry (same formula, charge and spin), kJ/mol: 222.6
Kohn-Sham gap, eV: 10.3

Here are the Mulliken charges for atoms 1 to 2, given in e: number 1, H, carries 0.2987; number 2, N, carries -0.6190

Look up the energy relative to the best compared isomer or geometry (same formula, charge and spin) of the eleventh one.
229.0 kJ/mol

The highest energy relative to the best compared isomer or geometry (same formula, charge and spin) belongs to which entry?
number 3

What is the energy relative to the best compared isomer or geometry (same formula, charge and spin) in the seventh record?
398.7 kJ/mol